[1]
27
Properties=species:S:1:pos:R:3:forces:R:3:nbo_charge:R:1 method="wB97M-V/def2-TZVPD" lumo_energy_ha=0.03472 relative_energy_kcal_mol=19.5 energy_ha=-482.8841 smiles=Cc1c[nH]c2ccccc12.CC homo_lumo_gap_ev=8.79
C -3.05846 -1.49729 -2.76197 -0.98 -1.03 -0.20 -0.635
C -0.88486 -1.09600 0.24307 -1.99 -0.27 1.05 0.157
C -1.04621 -1.35007 -1.13342 2.55 -0.44 0.92 -0.113
C -2.43484 -1.49276 -1.39782 -0.32 1.56 -0.68 -0.088
C -3.07366 -1.15957 -0.23944 -0.29 -0.16 0.10 -0.024
C 1.40697 -1.19995 0.13858 1.84 0.01 -0.60 -0.195
C 0.31556 -1.08639 0.94868 0.12 0.41 -1.02 -0.264
C 1.40500 -1.40227 -1.27761 -1.16 0.22 2.29 -0.255
C 0.17241 -1.47243 -1.87307 -1.01 0.21 -1.28 -0.166
N -2.17696 -0.93023 0.78216 1.28 -0.27 -0.82 -0.533
H 2.41506 -1.04053 0.51733 -0.22 -0.26 0.49 0.200
H 0.42549 -0.88147 2.00231 -0.23 -0.02 0.08 0.221
H 2.40204 -1.50458 -1.66615 -0.21 0.07 -0.95 0.221
H 0.05990 -1.49935 -2.95456 0.25 -0.40 0.00 0.204
H -2.34894 -1.08928 1.75631 -0.26 0.16 0.12 0.406
H -4.11407 -0.90830 -0.10198 -0.09 -0.36 0.06 0.207
H -3.63729 -0.60031 -2.97563 0.25 0.24 0.02 0.218
H -3.79309 -2.31164 -2.85014 0.06 0.09 0.18 0.218
H -2.39535 -1.70220 -3.60045 0.42 0.29 0.24 0.220
C 3.30144 3.15037 2.21976 -0.44 -0.63 0.74 -0.607
C 1.81501 2.96228 1.93991 -0.36 -0.40 -1.24 -0.612
H 3.84469 2.50275 1.53149 0.28 0.42 -0.13 0.205
H 3.60579 4.19328 2.18688 0.12 -0.03 -0.39 0.207
H 3.56607 2.78776 3.21403 -0.04 0.06 0.14 0.198
H 1.67010 3.04424 0.85459 -0.10 0.44 0.10 0.203
H 1.44861 1.94160 2.08480 0.28 0.00 0.54 0.203
H 1.10958 3.64234 2.41234 0.25 0.12 0.23 0.204



[2]
84
Properties=species:S:1:pos:R:3:forces:R:3:mulliken_charge:R:1 method="wB97M-V/def2-TZVPD" lumo_energy_ha=0.00752 energy_ha=-4874.0558 smiles="CC(=O)N(C)[C@@]1(CCCS)OC(=O)O[C@@H]1Br.CC#N.CC#N.CC#N.CC#N.CC#N.CC#N.CC#N.CC#N.CC#N" homo_lumo_gap_ev=8.82
C 2.62805 2.26552 -1.29260 -0.26 0.00 -1.19 -1.332
C 1.14889 2.02397 -1.05614 1.56 1.15 -1.16 0.379
O 0.80733 1.87135 0.06417 -1.42 -0.81 2.92 -0.536
N 0.20912 2.01295 -2.08378 1.35 -1.38 -1.82 0.575
C 0.78329 2.10531 -3.43805 0.43 0.57 0.10 -1.303
C -0.77444 0.93917 -1.89890 -2.46 0.91 1.44 0.869
C -1.94350 1.58469 -1.06395 0.21 -1.51 0.53 -1.446
C -3.34808 1.15235 -1.49466 -0.24 0.94 0.11 -0.453
C -3.96220 1.90879 -2.72575 1.11 -1.31 0.28 -0.665
S -3.10886 3.42037 -3.26710 -0.45 0.69 -0.13 -0.254
O -1.32783 0.45819 -3.11590 -0.37 0.98 -0.68 -0.500
C -1.05387 -0.83928 -3.35393 2.94 3.13 3.80 0.412
O -1.51620 -1.51114 -4.13741 -2.30 -3.09 -3.96 -0.438
O -0.06044 -1.18946 -2.47805 -0.27 -0.22 0.04 -0.410
C -0.24658 -0.38495 -1.32459 1.45 -1.31 -0.53 0.176
Br -1.43860 -1.43954 -0.18342 0.01 0.41 0.32 -0.131
H 3.16836 2.01330 -0.39213 -0.08 0.16 0.19 0.228
H 2.81316 3.30315 -1.57381 0.05 0.06 0.18 0.329
H 3.01079 1.66100 -2.12019 0.01 -0.01 0.05 0.454
H 0.02409 2.25347 -4.19753 -0.22 -0.29 0.07 0.341
H 1.44376 1.26968 -3.68712 -0.23 -0.10 -0.14 0.409
H 1.38794 3.01191 -3.46251 0.03 -0.06 0.03 0.479
H -1.79492 2.65356 -0.98169 -0.10 0.08 -0.26 0.811
H -1.79708 1.19105 -0.05391 -0.02 0.30 0.02 0.078
H -4.02525 1.28579 -0.63325 0.39 -0.01 -0.39 0.584
H -3.34072 0.08428 -1.70217 -0.12 -0.01 -0.06 0.184
H -4.98911 2.14850 -2.48437 0.00 0.51 -0.10 0.297
H -4.00833 1.20359 -3.55568 0.11 0.17 -0.12 0.347
H -1.78315 3.17334 -3.17889 -0.49 -0.46 0.13 0.061
H 0.73103 -0.43391 -0.85808 -0.27 0.56 0.50 0.336
C 0.71947 4.89644 2.51648 0.15 0.05 -0.19 -0.468
C 1.60391 5.34828 1.43769 -1.19 -0.66 1.36 0.360
N 2.27349 5.67381 0.58112 1.01 0.50 -1.28 -0.433
H 0.24026 3.96007 2.23209 0.01 0.00 0.01 -0.008
H 1.29742 4.73970 3.42492 -0.01 -0.01 0.01 0.266
H -0.04541 5.64709 2.70470 0.00 -0.01 0.00 0.303
C -7.27338 4.03518 -0.57033 0.29 0.00 0.02 -1.042
C -6.73681 2.67361 -0.58059 -0.74 1.71 0.10 0.504
N -6.31918 1.61727 -0.58855 0.30 -1.49 0.07 -0.443
H -6.47449 4.74714 -0.36663 0.06 -0.06 -0.05 0.341
H -7.71593 4.26334 -1.53759 -0.04 -0.03 0.01 0.279
H -8.03634 4.12077 0.19640 -0.04 -0.04 -0.03 0.405
C 5.55760 -0.48606 -0.19076 -0.02 0.27 -0.10 -0.345
C 5.77902 0.96545 -0.23703 -0.26 -2.04 0.12 0.357
N 5.94557 2.08744 -0.27778 0.31 1.64 -0.09 -0.433
H 5.97674 -0.94852 -1.08302 -0.02 0.02 -0.02 0.290
H 6.03779 -0.90473 0.69007 -0.05 0.06 0.05 0.209
H 4.48943 -0.69623 -0.14793 -0.01 -0.02 0.04 -0.045
C -2.57587 -4.81214 -1.24874 0.10 -0.20 0.14 -0.302
C -2.06271 -5.67832 -0.18351 -0.71 1.08 -1.37 0.327
N -1.66512 -6.34231 0.64699 0.65 -0.92 1.23 -0.417
H -3.62407 -4.58136 -1.06880 0.01 0.00 0.02 0.268
H -2.00178 -3.88912 -1.26233 -0.03 0.00 -0.08 -0.203
H -2.48048 -5.30998 -2.21163 0.01 0.00 0.01 0.302
C 0.39396 -0.30334 3.38475 -0.13 0.20 -0.01 -0.613
C -0.47736 0.87392 3.30964 1.13 -1.53 0.07 0.426
N -1.14851 1.78753 3.25137 -0.97 1.35 -0.08 -0.513
H 1.39701 -0.04030 3.05515 -0.01 -0.02 -0.06 0.225
H 0.43852 -0.66688 4.40985 -0.02 0.02 0.01 0.405
H 0.00719 -1.09159 2.74191 0.03 0.02 -0.05 0.088
C 9.53763 0.21616 1.64312 -0.19 -0.01 0.08 -0.792
C 8.22083 0.06080 2.26654 1.71 0.24 -0.77 0.367
N 7.19896 -0.05914 2.74508 -1.47 -0.26 0.71 -0.397
H 10.09356 -0.71625 1.71811 0.00 0.00 0.01 0.283
H 9.41842 0.47940 0.59379 -0.01 0.03 0.01 0.261
H 10.09226 1.00465 2.14725 -0.01 0.01 -0.01 0.289
C -9.96023 -0.05857 0.16022 -0.01 0.19 -0.01 -0.842
C -9.88528 1.40280 0.11575 -0.07 -1.88 0.06 0.356
N -9.81626 2.53446 0.08125 -0.09 1.60 -0.02 -0.382
H -9.51176 -0.47613 -0.73879 0.02 0.02 0.01 0.263
H -9.42257 -0.42722 1.03116 0.02 0.01 -0.01 0.264
H -11.00034 -0.37241 0.22157 0.00 0.01 0.00 0.329
C 1.97137 -4.92433 1.29709 -0.16 0.39 -0.07 -0.695
C 2.11663 -3.47198 1.14842 -0.23 -1.87 0.17 0.352
N 2.23129 -2.34774 1.03338 0.18 1.68 -0.21 -0.272
H 2.39451 -5.42863 0.43181 0.03 -0.03 0.03 0.315
H 2.49173 -5.25666 2.18854 -0.01 -0.03 0.00 0.104
H 0.91681 -5.18562 1.38133 -0.01 0.00 -0.03 0.176
C 5.60442 -6.06935 3.50446 -0.15 -0.10 -0.14 -0.825
C 4.67881 -6.78229 2.61854 1.26 0.83 1.15 0.413
N 3.96170 -7.33420 1.93350 -0.98 -0.80 -0.97 -0.400
H 6.03617 -5.21945 2.97959 0.00 0.00 0.01 0.260
H 5.07202 -5.71271 4.38397 0.01 0.00 0.00 0.274
H 6.40269 -6.73881 3.81781 0.00 0.00 0.00 0.325



[3]
72
Properties=species:S:1:pos:R:3:forces:R:3:mulliken_charge:R:1 method="wB97M-V/def2-TZVPD" lumo_energy_ha=-0.14439 charge=+1 energy_ha=-2103.1246 homo_lumo_gap_ev=7.39
C 3.76019 0.79361 -1.08519 0.31 -0.98 0.10 -0.669
C 2.39625 0.72674 -1.98934 0.05 -1.35 1.30 -0.406
P 1.62335 2.41284 -2.43414 -1.04 -0.01 -0.76 0.132
C 2.84714 3.86838 -2.27099 0.74 1.17 2.13 -0.926
C 0.25183 2.69374 -1.09359 -0.47 -0.08 1.52 -0.094
N 0.43776 3.64582 0.07794 -6.44 -5.17 -2.39 -0.020
C -0.87415 3.47547 0.82471 -1.17 -2.10 -1.77 -0.392
C -1.86745 2.39766 0.09112 5.16 2.91 0.35 -0.158
N -1.08084 1.93968 -1.13605 2.23 4.33 4.29 0.254
C -1.60165 0.90249 -2.10723 0.41 -1.02 -0.75 -0.536
H 4.13129 1.86886 -0.81261 -0.73 -2.04 -0.76 0.151
H 3.54516 0.24476 -0.05922 0.67 1.08 -2.22 0.166
H 4.60808 0.20702 -1.68708 -1.76 1.45 1.59 0.308
H 1.58673 0.15049 -1.32774 1.55 1.32 -1.53 0.199
H 2.52953 0.04224 -2.95762 -0.25 1.93 1.99 0.439
H 3.77067 3.82205 -2.99709 -2.14 -0.17 1.26 0.345
H 3.29794 3.88065 -1.16755 -0.70 0.07 -2.29 0.202
H 2.28731 4.91638 -2.38203 1.09 -2.48 -0.08 0.322
H 1.28661 4.21965 0.27261 -1.19 -0.76 -0.25 0.283
H -1.05627 4.06268 1.83288 0.31 -1.42 -2.51 0.346
H -2.94474 2.00378 0.40749 2.81 1.02 -0.87 0.371
H -1.59013 1.30892 -3.20563 -0.03 -0.60 2.24 0.316
H -0.91425 -0.06944 -2.07537 -1.55 2.19 0.05 0.268
H -2.69068 0.62521 -1.77859 2.24 0.62 -0.65 0.104
C -5.18195 0.70906 -2.68498 -0.26 -0.41 0.00 -0.743
C -4.71871 0.60473 -3.99629 -0.17 -0.33 -0.14 -0.528
C -5.19569 -0.41078 -4.82666 0.17 0.28 0.17 -0.632
C -6.13037 -1.33293 -4.34037 0.41 0.60 0.25 0.152
C -6.57493 -1.24334 -3.02186 0.44 0.59 0.01 0.097
C -6.10835 -0.21279 -2.19543 0.25 0.22 -0.06 -0.486
C -7.52297 -2.23998 -2.48334 -0.68 -0.15 1.41 0.563
O -7.91671 -2.15991 -1.32628 0.34 0.05 -0.71 -0.668
C -7.98245 -3.33871 -3.35613 -0.31 -0.51 -0.03 0.234
C -8.83597 -4.32329 -2.84139 -0.12 -0.25 -0.16 -0.554
C -9.28592 -5.35850 -3.66370 0.18 0.34 0.14 -0.473
C -8.89361 -5.40825 -5.00105 0.22 0.30 -0.03 -0.463
C -8.03895 -4.43190 -5.51499 -0.16 -0.21 0.10 -0.566
C -7.57481 -3.40054 -4.68782 -0.31 -0.48 -0.13 0.210
C -6.64276 -2.39294 -5.23131 0.28 -0.33 -1.62 0.614
O -6.29379 -2.43856 -6.40534 -0.16 0.13 0.86 -0.663
H -4.81719 1.50598 -2.04063 -0.15 -0.04 -0.09 0.753
H -3.98712 1.31563 -4.37387 -0.16 -0.10 -0.01 0.506
H -4.83346 -0.48292 -5.85086 -0.23 -0.12 0.22 0.482
H -6.46128 -0.12841 -1.16910 -0.04 -0.19 -0.27 0.475
H -9.14954 -4.28999 -1.79920 0.16 0.15 -0.25 0.453
H -9.94442 -6.12489 -3.26059 0.13 0.17 -0.06 0.399
H -9.24973 -6.21046 -5.64373 0.08 0.17 0.11 0.395
H -7.73302 -4.47999 -6.55877 0.02 0.15 0.29 0.456
C 2.83505 0.54494 3.13592 0.22 -0.12 0.24 -0.653
C 3.61855 1.48882 2.47242 0.39 -0.07 0.31 -0.354
C 4.94525 1.68959 2.85692 -0.34 0.00 -0.16 -0.686
C 5.48715 0.95245 3.91685 -0.63 0.10 -0.37 0.200
C 4.69645 0.02641 4.59608 -0.53 0.22 -0.51 0.136
C 3.37041 -0.18631 4.19722 -0.14 0.17 -0.25 -0.626
C 5.24256 -0.72095 5.74729 -0.66 -1.11 0.95 0.636
O 4.54974 -1.53719 6.34225 0.37 0.57 -0.48 -0.664
C 6.63186 -0.46418 6.17624 0.43 -0.11 0.41 0.209
C 7.14376 -1.12317 7.30165 0.29 0.03 0.11 -0.567
C 8.46098 -0.89614 7.70625 -0.35 0.01 -0.21 -0.461
C 9.27155 -0.02010 6.98485 -0.23 0.12 -0.27 -0.478
C 8.76248 0.64198 5.86667 0.11 -0.12 0.24 -0.541
C 7.43670 0.42660 5.46761 0.47 -0.08 0.33 0.227
C 6.89667 1.15872 4.30497 1.15 0.94 -0.62 0.559
O 7.60698 1.93233 3.67316 -0.57 -0.48 0.33 -0.672
H 1.80387 0.38185 2.83034 0.15 0.00 0.09 0.418
H 3.19742 2.06778 1.65351 0.08 -0.07 0.12 0.688
H 5.55250 2.42445 2.33096 0.03 -0.23 0.24 0.442
H 2.75120 -0.91743 4.71402 0.29 0.15 0.00 0.467
H 6.51852 -1.81113 7.86856 0.03 0.20 -0.27 0.454
H 8.85480 -1.40491 8.58348 -0.10 0.09 -0.18 0.398
H 10.29988 0.15143 7.29552 -0.20 -0.02 -0.08 0.396
H 9.39971 1.32819 5.31129 -0.30 -0.14 0.04 0.452



[4]
29
Properties=species:S:1:pos:R:3:forces:R:3:nbo_charge:R:1 method="wB97M-V/def2-TZVPD" lumo_energy_ha=0.01548 relative_energy_kcal_mol=288.7 energy_ha=-649.9983 homo_lumo_gap_ev=8.92
C -1.16236 -0.59299 2.76301 1.93 5.56 -2.14 -0.576
H -1.89935 -1.06080 2.18768 -0.80 -0.92 -0.66 0.222
H -0.91258 -0.95593 3.64897 0.00 -1.83 4.19 0.206
H -1.39091 0.53325 2.86970 -0.44 -1.64 0.32 0.180
C 0.26184 -0.48096 2.10066 -10.76 -14.88 -5.80 -0.098
C -0.01983 -0.33254 0.65594 2.50 -0.48 -3.15 0.121
C -1.06059 0.57921 0.28150 8.80 -5.38 -9.48 -0.252
C -0.87027 1.01564 -1.13176 -4.98 -0.14 2.31 -0.133
C -0.07967 0.40499 -2.07726 -5.21 4.39 -1.90 -0.212
C 0.71986 -0.52153 -1.74944 4.34 -6.15 7.69 -0.152
C 0.96487 -1.11196 -0.41923 -5.79 6.55 0.10 -0.205
H 1.75249 -1.72482 -0.06609 0.41 -0.50 -0.16 0.224
H 1.35488 -0.83058 -2.42944 2.93 -2.03 -3.70 0.202
C -0.25105 0.63056 -3.62941 -4.32 11.40 11.66 0.597
O 0.10875 -0.02558 -4.40902 4.69 -9.92 -10.88 -0.508
C -0.78355 2.01497 -3.80211 -0.93 -1.38 -4.38 -0.460
N -0.94003 2.60233 -5.03727 1.18 -4.08 7.42 0.144
N -1.00993 2.77237 -6.08997 -0.71 1.82 -7.01 0.086
H -0.71316 2.77920 -3.19977 0.27 3.17 4.08 0.210
H -1.81194 1.58537 -1.42814 1.80 -0.05 -0.18 0.213
H -1.43330 1.11103 0.94352 -4.23 4.76 5.73 0.183
C 1.20581 0.06048 2.69809 12.60 11.41 3.60 -0.631
H 2.23584 0.04222 2.07451 -2.19 0.17 0.67 0.217
H 0.82129 1.13371 2.56525 1.57 0.24 0.85 0.193
H 1.72436 0.04126 3.65589 -1.47 -1.05 0.70 0.259
C 0.73768 -2.13254 2.14030 -5.58 2.95 4.76 -0.605
H -0.01036 -2.69622 1.73757 -1.53 -1.76 -1.70 0.203
H 0.81477 -2.51126 3.19099 -0.82 0.77 0.03 0.189
H 1.64645 -2.32887 1.95534 6.73 -1.03 -2.98 0.183